Entry 1:
39
Properties=species:S:1:pos:R:3:forces:R:3 method="wB97M-V/def2-TZVPD" total_charge=+1 homo_energy_ev=-12.51 gap_ev=5.93 de_lowest_kj_mol=3.77
F -3.461785 0.630131 -1.412401 0.8 -1.7 -0.3
C -2.832908 -0.602616 -1.301434 -0.3 1.5 0.2
C -3.610014 -1.685477 -0.906570 0.8 -0.3 -0.2
C -2.899291 -2.854343 -0.606893 -1.0 -1.0 0.2
F -3.627591 -3.961938 -0.241213 1.0 1.4 -0.5
C -1.523684 -2.931239 -0.628097 1.0 0.4 0.2
C -0.737307 -1.790035 -1.022999 -1.2 -0.3 0.1
C 0.685452 -1.858859 -0.873306 -0.1 -0.1 -0.9
C 1.708907 -1.103693 -1.537928 1.1 0.7 -0.1
C 2.975781 -1.737566 -1.796002 -0.9 -0.1 0.6
C 3.995587 -1.032624 -2.400101 1.3 -0.3 -0.2
F 5.208461 -1.653160 -2.601583 -1.7 0.7 0.2
C 3.884574 0.310829 -2.783489 -0.6 -0.8 0.0
C 2.647426 0.897410 -2.549589 -0.5 1.4 0.0
F 2.477376 2.212125 -2.940481 0.2 -1.7 0.6
C 1.588408 0.262678 -1.905403 0.1 -0.2 -0.2
C -1.454917 -0.649876 -1.481789 0.0 -0.1 0.2
H -4.696847 -1.642147 -0.894018 0.3 0.0 0.2
H -0.999780 -3.851100 -0.360522 -0.4 0.2 0.1
H 1.044423 -2.710425 -0.293013 -0.1 0.0 -0.2
H 3.098310 -2.781710 -1.508720 0.2 0.3 -0.1
H 4.693082 0.837548 -3.282517 -0.1 -0.1 0.2
H 0.701755 0.823166 -1.622143 0.5 0.1 -0.2
H -0.936528 0.192946 -1.924688 -0.4 -0.1 0.2
H 0.845477 -0.404626 1.174705 -0.1 0.3 0.3
B 1.046385 0.181141 2.274307 0.5 -0.6 -0.1
N -0.041449 1.324893 2.462827 -0.8 0.5 -0.4
C -0.087403 2.180202 3.516678 0.0 -0.5 -0.6
C -1.060645 3.174897 3.608920 0.2 -0.3 -0.1
C -2.029075 3.301062 2.604714 0.5 -0.6 0.0
C -1.977458 2.395767 1.538500 0.0 0.0 0.0
C -0.977295 1.435397 1.495479 0.0 0.3 0.4
H 0.917100 -0.625198 3.165727 0.0 0.1 0.0
H 2.140940 0.693894 2.247116 -0.1 0.0 0.0
H 0.695547 2.016749 4.262457 -0.4 0.2 -0.2
H -1.024723 3.826039 4.479851 -0.1 -0.1 -0.3
H -2.794617 4.069085 2.647621 0.1 -0.1 0.0
H -2.693624 2.397933 0.717360 0.1 0.2 0.3
H -0.888052 0.712739 0.678639 -0.1 0.4 0.4

Entry 2:
44
Properties=species:S:1:pos:R:3:forces:R:3 method="wB97M-V/def2-TZVPD" total_charge=+2 spin_multiplicity=2 homo_energy_ev="-15.90 / -15.93" gap_ev="10.27 / 6.33"
Cu -0.301818 0.098868 -0.634528 -0.4 0.0 0.1
C 0.226239 1.827556 -3.283702 0.0 -0.1 0.1
C 1.567774 1.600565 -2.588989 -0.2 -0.1 0.0
S 1.730284 0.047291 -1.640849 0.2 0.1 0.0
C 1.413102 -1.225703 -2.919404 -0.2 0.0 0.1
C 0.400268 -2.289060 -2.508147 0.0 0.0 0.0
S -1.232324 -1.712633 -1.938201 0.1 0.1 0.1
C -1.870938 -0.788894 -3.383187 0.1 0.0 0.1
C -2.369586 0.613141 -3.049046 0.1 -0.1 0.0
S -1.211799 1.696617 -2.161190 0.1 0.0 0.1
H 0.084719 1.130118 -4.107275 0.0 0.0 0.0
H 0.207577 2.836761 -3.692114 0.1 0.0 -0.1
H 1.767233 2.386263 -1.860203 0.1 0.0 0.0
H 2.379540 1.598207 -3.316691 0.0 0.1 0.0
H 2.379711 -1.690716 -3.109309 0.0 -0.1 -0.1
H 1.096387 -0.719427 -3.828979 0.1 0.0 0.0
H 0.779707 -2.887644 -1.679821 0.0 -0.1 0.0
H 0.221948 -2.959871 -3.348749 0.1 0.0 0.0
H -2.702352 -1.368681 -3.782712 0.0 0.0 0.0
H -1.089925 -0.767474 -4.141934 0.0 0.0 0.0
H -3.232427 0.568681 -2.382764 0.0 0.0 0.0
H -2.683158 1.123127 -3.959584 0.0 0.0 0.0
C -1.469425 -2.105757 2.277664 0.0 0.1 0.0
C -0.070686 -1.560635 2.536488 0.0 0.2 0.0
As 0.211674 0.193580 1.720557 -0.1 -0.1 -0.3
C 2.013188 0.810507 2.142777 -0.1 0.0 0.1
C 2.486880 0.334523 3.517864 0.0 0.0 -0.1
C -1.131480 1.429748 2.455245 0.2 -0.1 0.1
C -1.108261 1.403539 3.986178 -0.1 0.1 -0.1
H -1.582706 -3.072452 2.765427 0.0 0.0 0.0
H -1.655870 -2.251715 1.211974 0.0 0.0 0.0
H -2.240894 -1.445903 2.676435 0.0 0.0 0.0
H 0.701610 -2.230540 2.156478 0.0 0.1 0.0
H 0.110697 -1.422954 3.604704 0.0 0.0 0.0
H 1.996588 1.899299 2.067415 0.0 0.0 0.0
H 2.675593 0.442297 1.357983 -0.1 0.0 0.0
H 1.853477 0.702779 4.321513 0.0 0.0 0.0
H 3.495418 0.706559 3.694052 0.0 0.0 0.0
H 2.523266 -0.752543 3.573720 0.0 0.0 0.0
H -2.109451 1.144775 2.066415 0.0 -0.1 0.0
H -0.903511 2.421897 2.063799 0.1 0.0 0.0
H -1.289369 0.405450 4.383307 0.0 0.0 0.0
H -1.901162 2.053168 4.357786 0.0 0.0 0.0
H -0.165756 1.777290 4.379617 0.0 0.0 0.0

Entry 3:
7
Properties=species:S:1:pos:R:3:forces:R:3 method="wB97M-V/def2-TZVPD" total_charge=0 spin_multiplicity=3 homo_energy_ev="-8.61 / -9.04" gap_ev="8.15 / 6.76" de_lowest_kj_mol=299.09
C 1.275108 0.313481 0.242666 -1.8 -0.8 -0.4
C -0.943753 0.893207 -0.037661 1.3 -1.1 1.3
Si -0.265226 -0.803476 0.095306 1.3 -0.4 0.6
H 1.395242 1.171706 -0.377150 0.7 0.8 -0.7
H -0.481630 1.852811 -0.052824 -0.5 1.1 -0.1
H -1.323119 -1.395515 -0.694777 -0.1 -0.5 -1.0
H 0.343377 -2.032213 0.824441 -1.0 0.9 0.3

Entry 4:
24
Properties=species:S:1:pos:R:3:forces:R:3 method="wB97M-V/def2-TZVPD" total_charge=0 homo_energy_ev=-8.93 gap_ev=9.79 de_lowest_kj_mol=200.98
C 0.866716 -3.809501 0.083527 0.0 -3.0 -1.0
C 0.510242 -2.729376 0.738404 0.5 -0.9 2.2
N 0.433679 -1.551907 0.054287 -0.7 1.8 -0.5
C -0.340430 -0.593980 0.310966 0.5 0.7 1.3
Cl -1.348117 -0.556845 1.755259 -0.3 -0.2 0.0
C -0.331100 0.714563 -0.490774 0.9 0.9 -0.2
C 1.047246 1.440097 -0.267586 -1.4 2.4 0.7
C -1.392759 1.776188 -0.250627 -1.6 -2.3 -2.1
C -0.388113 0.174423 -1.896276 3.6 0.4 -0.8
H 1.092892 -3.860637 -0.988156 -0.2 0.6 0.4
H 0.814389 -4.853960 0.496206 0.3 1.4 0.2
H 0.425079 -2.829090 1.867228 -0.4 0.6 -1.4
H 1.059922 2.523828 -0.822203 0.0 -2.8 1.3
H 1.791124 0.802590 -0.641194 1.4 -0.6 -0.5
H 1.228010 1.594852 0.844400 -0.3 0.0 -1.3
H -2.351645 1.325391 -0.506885 -0.4 0.0 0.2
H -1.453408 2.093298 0.699355 -0.1 0.8 3.7
H -1.424146 2.693550 -0.799652 1.1 0.3 -1.1
H -0.570345 0.979344 -2.581694 0.2 0.6 -0.5
H -1.158207 -0.546247 -2.118421 0.1 -0.7 0.3
H 0.784890 -0.157196 -1.979380 -3.3 0.0 -0.9
C 1.706426 1.020674 4.469957 -1.0 0.9 -0.3
N 0.685867 0.867749 3.950246 1.2 -0.3 0.5
H 2.535609 1.485957 4.981377 -0.1 -0.6 -0.2

Entry 5:
50
Properties=species:S:1:pos:R:3:forces:R:3 method="wB97M-V/def2-TZVPD" total_charge=+1 spin_multiplicity=3 homo_energy_ev="-10.84 / -10.93" gap_ev="8.01 / 6.42" de_lowest_kj_mol=30.39
Pd -0.255730 -0.596467 1.144876 0.4 0.1 -0.3
N 0.196973 -3.254754 -0.887657 0.0 0.0 -0.1
N 1.482932 -3.119699 -1.411035 0.0 -0.1 -0.1
C 2.315649 -2.138005 -1.001985 0.0 -0.1 0.0
N 3.543058 -2.145450 -1.523129 -0.1 0.1 0.0
N 1.803517 -1.275672 -0.120101 0.3 0.2 0.0
N 2.634423 -0.327786 0.407811 -0.2 -0.1 0.1
O 3.784873 -0.155978 0.047119 0.1 0.1 0.0
O 2.104583 0.347137 1.285622 -0.1 0.0 0.1
H 0.005975 -4.234406 -0.719118 0.0 0.0 0.0
H -0.493729 -2.858459 -1.517857 0.0 -0.1 0.0
H 1.748032 -3.644628 -2.232954 -0.1 0.0 0.0
H 3.839148 -2.885575 -2.134887 0.0 0.0 0.0
H 4.174830 -1.401190 -1.266289 0.0 -0.1 0.0
C -1.891561 2.055946 -3.402826 0.0 0.1 -0.1
Si -0.671327 0.939395 -2.557722 -0.2 -0.1 0.0
C 0.974167 1.750654 -2.275301 0.1 0.0 0.0
C -0.446607 -0.650145 -3.510926 0.0 0.0 -0.1
As -1.690089 0.301306 -0.516398 0.0 0.0 0.4
Si -1.809308 2.174392 0.988230 -0.1 0.1 -0.2
C -1.266217 3.740659 0.136727 0.0 0.0 -0.1
C -0.844081 2.051849 2.590834 0.1 -0.1 0.0
C -3.625049 2.220822 1.401247 -0.1 0.0 0.0
H -1.533289 2.332874 -4.396927 0.0 0.0 0.0
H -2.049165 2.974720 -2.838143 0.0 0.0 0.0
H -2.855765 1.559259 -3.518816 0.0 0.0 0.0
H 1.457885 1.888028 -3.246545 0.0 0.0 0.0
H 1.630684 1.135872 -1.658415 0.0 0.0 0.0
H 0.881841 2.728254 -1.804484 0.0 0.0 0.0
H -0.108492 -0.435611 -4.527461 0.0 0.0 0.0
H -1.380624 -1.210548 -3.586719 0.0 0.0 0.0
H 0.309688 -1.276221 -3.037943 0.1 -0.1 0.0
H -0.181828 3.773509 0.022665 0.0 0.0 0.0
H -1.559075 4.584625 0.765704 0.0 0.0 0.0
H -1.721581 3.883386 -0.843046 0.0 0.0 0.0
H 0.222396 1.845279 2.478923 0.0 0.0 0.0
H -1.282594 1.325773 3.278043 0.0 0.0 0.0
H -0.932918 3.040446 3.052022 0.0 0.0 0.0
H -4.238943 2.413618 0.520873 0.0 0.0 0.0
H -3.817363 3.012809 2.128838 0.0 0.0 0.0
H -3.951479 1.274356 1.835457 0.0 0.0 0.0
C 0.385420 -1.194500 4.559016 0.0 -0.1 0.0
Te -0.716249 -2.265238 3.089666 -0.3 -0.1 0.1
C 0.843315 -3.646504 2.654466 0.0 0.0 0.0
H 1.253637 -0.738769 4.090091 0.0 0.0 0.0
H 0.682244 -1.895733 5.333970 0.0 0.0 0.0
H -0.259214 -0.427745 4.979649 0.0 0.0 0.0
H 0.637324 -4.596557 3.136642 0.0 0.0 0.0
H 1.769696 -3.220508 3.032044 0.0 0.0 0.0
H 0.899989 -3.758822 1.576148 0.0 0.0 0.0

Values of M, in order: 332.129; 406.017; 56.140; 172.659; 604.478, all in g mol⁻¹.
Values of energy, in order: -1173.655168; -5543.684713; -367.745602; -882.216502; -3994.929451, all in Eh.